Density functional theory data (ωB97M-V/def2-TZVPD) for C36H60NbO21 as an isolated structure at a distorted geometry.

Summary:
HOMO energy: -4.38 eV
Total charge: -1
Electronic energy: -82836.946 eV
Gap between HOMO and LUMO: 5.7757 eV

Last column: Löwdin charge in e.
Positions of all 118 atoms, in Å:
C1 -2.372 -5.895 4.959  -0.047
C2 -2.848 -4.863 4.113  -0.234
C3 -3.650 -3.797 3.110  -0.503
Nb1 -2.173 -2.456 1.986  1.221
C4 -0.790 -1.063 0.741  -0.448
C5 0.765 -1.307 1.178  -0.327
C6 1.872 -1.222 -0.019  -0.236
C7 1.447 -1.896 -1.443  -0.230
C8 1.308 -3.524 -1.455  -0.209
C9 1.778 -4.287 -0.085  -0.210
C10 1.931 -5.941 -0.275  -0.201
C11 1.434 -6.658 1.115  -0.229
C12 0.218 -7.748 0.932  -0.233
C13 -1.096 -7.183 0.128  -0.229
C14 -2.542 -7.752 0.730  -0.256
C15 -3.755 -7.573 -0.393  -0.170
H1 -2.314 -6.817 5.714  0.018
H2 -4.331 -3.140 3.825  0.029
H3 -4.352 -4.442 2.408  0.030
H4 -2.597 -1.044 3.057  -0.125
H5 -3.508 -2.055 0.783  -0.164
H6 -1.791 -3.899 0.901  -0.154
H7 -0.812 -3.003 3.045  -0.122
H8 -1.067 0.081 0.922  0.033
H9 -1.053 -1.306 -0.371  0.012
H10 1.036 -0.437 1.949  0.096
H11 0.853 -2.307 1.822  0.043
H12 2.161 -0.077 -0.195  0.105
H13 2.886 -1.736 0.320  0.095
H14 0.467 -1.416 -1.929  0.087
H15 2.317 -1.629 -2.216  0.102
H16 1.985 -3.941 -2.344  0.113
H17 0.162 -3.777 -1.611  0.118
H18 2.798 -3.914 0.354  0.108
H19 0.875 -4.167 0.687  0.083
H20 3.054 -6.164 -0.518  0.098
H21 1.288 -6.345 -1.177  0.108
H22 2.372 -7.251 1.556  0.103
H23 1.104 -5.919 1.964  0.113
H24 0.651 -8.750 0.455  0.109
H25 -0.151 -8.053 2.026  0.110
H26 -1.102 -5.998 -0.011  0.083
H27 -1.030 -7.638 -0.974  0.105
H28 -2.866 -7.204 1.722  0.101
H29 -2.424 -8.930 0.886  0.106
H30 -3.922 -6.408 -0.531  0.077
H31 -3.466 -7.997 -1.456  0.068
H32 -4.766 -8.067 -0.023  0.068
C16 2.498 1.509 -5.155  -0.140
C17 2.384 0.309 -6.039  -0.141
O1 1.458 -0.513 -5.354  0.043
C18 0.713 0.307 -4.557  -0.512
O2 -0.288 -0.043 -3.954  0.127
O3 1.233 1.568 -4.523  0.067
H33 2.693 2.425 -5.719  0.137
H34 3.271 1.391 -4.388  0.140
H35 1.976 0.555 -7.026  0.134
H36 3.340 -0.205 -6.168  0.138
C19 -0.543 2.854 4.883  -0.162
C20 -1.901 2.597 4.313  -0.126
O4 -1.839 1.237 3.928  0.017
C21 -0.866 0.653 4.686  -0.532
O5 -0.661 -0.548 4.737  0.071
O6 -0.155 1.588 5.381  0.057
H37 -0.563 3.597 5.686  0.136
H38 0.177 3.171 4.122  0.106
H39 -2.696 2.719 5.056  0.135
H40 -2.118 3.235 3.452  0.118
C22 4.514 2.455 5.116  -0.139
C23 4.056 2.126 3.732  -0.132
O7 2.719 2.588 3.713  0.068
C24 2.617 3.550 4.676  -0.496
O8 1.651 4.280 4.822  0.106
O9 3.738 3.590 5.454  0.066
H41 5.581 2.689 5.157  0.135
H42 4.297 1.654 5.830  0.140
H43 4.626 2.661 2.965  0.134
H44 4.099 1.054 3.523  0.144
C25 -0.710 5.185 -0.294  -0.148
C26 -2.054 4.724 -0.757  -0.126
O10 -2.778 4.570 0.449  0.074
C27 -2.180 5.374 1.377  -0.519
O11 -2.643 5.617 2.479  0.117
O12 -0.997 5.871 0.910  0.053
H45 -0.227 5.852 -1.014  0.109
H46 -0.035 4.351 -0.073  0.140
H47 -2.560 5.469 -1.380  0.114
H48 -2.004 3.779 -1.303  0.146
C28 0.082 -3.556 -4.763  -0.147
C29 -1.275 -3.813 -5.333  -0.133
O13 -1.214 -5.173 -5.719  0.057
C30 -0.241 -5.757 -4.960  -0.514
O14 -0.035 -6.958 -4.910  0.122
O15 0.471 -4.822 -4.265  0.039
H49 0.063 -2.813 -3.961  0.112
H50 0.802 -3.239 -5.525  0.130
H51 -2.070 -3.691 -4.590  0.142
H52 -1.492 -3.175 -6.194  0.135
C31 2.844 6.329 0.128  -0.136
C32 3.350 7.319 -0.871  -0.137
O16 4.082 6.519 -1.779  0.062
C33 3.584 5.251 -1.682  -0.512
O17 3.867 4.340 -2.443  0.128
O18 2.728 5.137 -0.625  0.055
H53 1.876 6.618 0.547  0.133
H54 3.551 6.163 0.947  0.137
H55 2.539 7.818 -1.413  0.136
H56 3.993 8.077 -0.416  0.136
C34 -3.430 9.917 -2.054  -0.138
C35 -3.887 8.808 -1.163  -0.128
O19 -3.013 7.745 -1.492  0.048
C36 -1.883 8.307 -2.011  -0.496
O20 -0.854 7.695 -2.244  0.129
O21 -2.053 9.643 -2.235  0.069
H57 -3.573 10.902 -1.600  0.138
H58 -3.925 9.900 -3.031  0.137
H59 -3.768 9.048 -0.102  0.142
H60 -4.927 8.527 -1.350  0.142